Entry 1:
The following is a quantum chemistry calculation of a structure of composition C46H44CrN3O5PS, from the OMol25 dataset.

Atoms and positions in Å:
Cr -1.1975 0.1830 -0.4328
O -0.6134 2.5544 1.9391
S -0.0164 1.3221 1.5572
O 0.5392 1.2730 0.1601
O -0.9368 0.1196 1.5661
C 1.2175 0.9617 2.7959
C 1.0532 1.6947 3.9668
C 1.8194 1.3942 5.0798
C 2.7337 0.3606 5.0209
C 2.9108 -0.3638 3.8518
C 2.1659 -0.0876 2.7075
P 2.4220 -1.0061 1.1314
C 3.7471 0.0006 0.3517
C 4.7785 0.5954 1.0788
C 5.7550 1.3391 0.4319
C 5.7151 1.4937 -0.9476
C 4.6927 0.9084 -1.6787
C 3.7120 0.1715 -1.0294
C 3.3107 -2.5013 1.7056
C 2.5763 -3.4003 2.4875
C 3.1188 -4.6225 2.8515
C 4.3916 -4.9745 2.4146
C 5.1195 -4.0960 1.6283
C 4.5813 -2.8629 1.2708
H 0.3229 2.4911 3.9766
H 1.6893 1.9586 5.9936
H 3.3205 0.1122 5.8972
H 3.6406 -1.1623 3.8225
H 4.8223 0.4800 2.1535
H 6.5460 1.8024 1.0087
H 6.4798 2.0732 -1.4494
H 4.6589 1.0378 -2.7534
H 2.9013 -0.2626 -1.6047
H 1.5812 -3.1210 2.8206
H 2.5516 -5.2998 3.4787
H 4.8109 -5.9343 2.6904
H 6.1146 -4.3639 1.2947
H 5.1567 -2.1753 0.6618
C -7.2215 -3.2333 -0.3631
C -6.1586 -3.4515 0.7284
C -5.7857 -4.9335 0.7563
C -6.7288 -3.0519 2.0990
C -4.9653 -2.5672 0.4132
C -5.1210 -1.1860 0.2770
C -4.0460 -0.3964 -0.0556
N -2.8295 -0.9132 -0.2820
C -2.6408 -2.2369 -0.1224
C -3.6805 -3.0742 0.2290
C -1.2617 -2.6790 -0.4467
C -0.8595 -3.9951 -0.5068
C 0.4125 -4.3299 -0.9800
C 1.2146 -3.2762 -1.4012
C 0.7621 -1.9795 -1.2821
N -0.4376 -1.6698 -0.7932
C 0.8362 -5.7801 -1.0966
C 0.0628 -6.3891 -2.2806
C 0.4995 -6.5460 0.1906
C 2.3393 -5.9072 -1.3626
H -8.0667 -3.9027 -0.1962
H -6.8100 -3.4442 -1.3532
H -7.6031 -2.2117 -0.3635
H -6.6817 -5.5214 0.9539
H -5.0669 -5.1575 1.5485
H -5.3754 -5.2637 -0.2016
H -7.6125 -3.6530 2.3188
H -7.0206 -2.0005 2.1224
H -5.9950 -3.2217 2.8898
H -6.0807 -0.7133 0.4310
H -4.1273 0.6791 -0.1499
H -3.4867 -4.1278 0.3652
H -1.5462 -4.7684 -0.1938
H 2.2044 -3.4420 -1.8021
H 1.3836 -1.1458 -1.5800
H -1.0158 -6.3658 -2.1089
H 0.3637 -7.4287 -2.4203
H 0.2757 -5.8433 -3.2027
H -0.5721 -6.5725 0.3943
H 1.0090 -6.1007 1.0481
H 0.8371 -7.5782 0.0936
H 2.6056 -5.5403 -2.3560
H 2.6235 -6.9582 -1.3137
H 2.9237 -5.3670 -0.6141
O -1.4493 3.9601 -0.9879
C -1.4919 2.7670 -1.0986
O -2.0636 1.8888 -0.3127
C -0.9244 2.0818 -2.3415
C -0.3587 2.7968 -3.4005
C -0.0065 2.1162 -4.5295
C -0.3153 0.7399 -4.6459
C -0.0855 0.0086 -5.8350
C -0.4796 -1.2941 -5.9359
C -1.1363 -1.9193 -4.8558
C -1.3453 -1.2492 -3.6827
C -0.9167 0.0887 -3.5455
N -1.1194 0.7683 -2.3674
H -0.2175 3.8612 -3.2766
H 0.4750 2.6216 -5.3593
H 0.3929 0.5069 -6.6694
H -0.3115 -1.8450 -6.8518
H -1.4904 -2.9369 -4.9651
H -1.8815 -1.7140 -2.8676

Summary:
Energy = -111669.285 eV
Energy above the lowest of the compared OMol25 structures with the same formula, charge and spin = 6.4 kcal/mol
Gap between HOMO and LUMO (spin up / spin down) = 7.151 / 6.826 eV
HOMO energy (spin up / spin down) = -10.394 / -10.397 eV
Charge = +1
Spin multiplicity = 4

=====

Entry 2:
The following is a quantum chemistry calculation of a structure of composition C46H44N5PS6SbW, from the OMol25 dataset.

Atoms and positions in Å:
W 0.0408 0.1050 -0.2289
C 3.1535 1.7554 -0.5286
C 2.0605 2.3854 -1.3590
C 2.4993 3.4533 -2.1337
C 1.6381 4.1738 -2.9224
C 0.2830 3.7967 -2.9476
C -0.6663 4.5092 -3.7002
C -1.9955 4.1499 -3.6841
C -2.3826 3.0275 -2.9769
C -1.4494 2.2662 -2.2753
S -1.9680 0.7689 -1.5927
C -0.1012 2.6640 -2.1735
N 0.7688 1.9617 -1.3592
H 3.5762 2.5178 0.1287
H 3.9604 1.4279 -1.1844
H 2.8550 0.9027 0.0761
H 3.5483 3.7060 -2.0902
H 1.9778 5.0117 -3.5097
H -0.3340 5.3588 -4.2803
H -2.7271 4.7230 -4.2354
H -3.4045 2.6887 -2.9887
C -1.3047 7.2317 1.3191
C -0.8188 6.2071 0.2808
C -0.0221 6.9081 -0.8289
C -2.0602 5.5647 -0.3406
C 0.0980 5.1940 0.9495
C 1.1268 5.6693 1.7668
C 1.9577 4.8178 2.4680
C 1.7873 3.4592 2.3095
S 2.6471 2.1740 3.1230
C 1.7246 1.0207 2.1681
N 0.8601 1.5697 1.2853
C 0.8441 2.9403 1.4043
C -0.0235 3.8259 0.7605
C 1.8952 -0.3726 2.1940
C 2.7094 -1.0261 3.1401
C 2.8219 -2.3907 3.1166
C 2.1281 -3.1153 2.1465
C 1.3304 -2.4621 1.2291
C 1.1672 -1.0706 1.1756
H -2.0890 7.8521 0.8919
H -0.5073 7.8891 1.6503
H -1.7082 6.7202 2.1899
H -0.6295 7.6710 -1.3134
H 0.2772 6.1810 -1.5804
H 0.8751 7.3751 -0.4286
H -2.6963 6.3371 -0.7717
H -2.6330 5.0383 0.4175
H -1.8031 4.8735 -1.1373
H 1.2844 6.7291 1.8770
H 2.7280 5.1931 3.1241
H -0.7981 3.4101 0.1340
H 3.2233 -0.4249 3.8785
H 3.4337 -2.8989 3.8459
H 2.2019 -4.1901 2.0939
H 0.8224 -3.0840 0.5033
S 0.2412 -5.6448 0.4442
Sb -1.3606 -4.6427 -0.9006
S -1.6425 -1.7230 0.1979
S -0.4770 -2.0345 -1.4135
S -0.7348 -5.6326 -2.9046
C 3.9403 -1.2616 -2.2490
C 2.8811 -1.1608 -1.3593
N 1.7407 -0.5089 -1.6661
C 1.6181 -0.0192 -2.9009
C 2.6776 0.0614 -3.8166
C 3.8757 -0.5959 -3.4493
C 2.6768 0.8215 -5.0261
C 1.7234 1.4843 -5.7425
C 0.2976 1.5515 -5.6953
C -0.3718 2.3711 -6.6325
C -1.7438 2.3458 -6.6343
N -2.4511 1.5751 -5.8061
C -1.7405 0.8494 -4.9599
N -0.4326 0.8071 -4.8433
H 4.8142 -1.8310 -1.9705
H 2.9478 -1.6113 -0.3782
H 0.6373 0.3227 -3.2237
H 4.7159 -0.5887 -4.1302
H 3.6762 0.9199 -5.4444
H 2.1218 2.0428 -6.5850
H 0.1859 2.9821 -7.3281
H -2.3231 2.9449 -7.3280
H -2.2944 0.2129 -4.2812
C -1.4877 -0.0850 3.0642
P -1.8613 0.9029 1.5533
C -3.6195 0.3800 1.3336
C -2.2454 2.5115 2.3696
C -1.5254 2.9716 3.4672
C -1.9141 4.1133 4.1451
C -3.0474 4.8056 3.7509
C -3.7479 4.3822 2.6343
C -3.3350 3.2624 1.9337
H -2.1821 0.1641 3.8676
H -0.4646 0.0902 3.3913
H -1.5790 -1.1416 2.8080
H -4.2044 0.7397 2.1809
H -3.6550 -0.7063 1.2790
H -4.0200 0.7749 0.4016
H -0.6596 2.4276 3.8093
H -1.3419 4.4542 4.9966
H -3.3877 5.6659 4.3087
H -4.6270 4.9271 2.3129
H -3.8751 2.9658 1.0460

Summary:
Energy = -138534.048 eV
Energy above the lowest of the compared OMol25 structures with the same formula, charge and spin = 49.0 kcal/mol
Gap between HOMO and LUMO (spin up / spin down) = 3.928 / 3.910 eV
HOMO energy (spin up / spin down) = -3.031 / -3.031 eV
Charge = -1